DFT (ωB97M-V/def2-TZVPD) results for a structure of composition C44H50N9NaO4SSi2.

The geometry in XYZ format:
```
111
Properties=species:S:1:pos:R:3
Na 0.259 0.183 -0.595
N -3.237 -2.776 -2.380
C -2.817 -1.643 -1.790
N -1.542 -1.773 -1.498
C -1.238 -3.035 -1.918
N -2.240 -3.680 -2.472
C 0.128 -3.573 -1.739
C 0.575 -4.751 -2.321
N 1.821 -5.187 -2.148
C 2.606 -4.430 -1.389
C 2.156 -3.259 -0.788
N 0.908 -2.843 -0.961
H -4.145 -2.994 -2.743
H -3.421 -0.742 -1.628
H -0.091 -5.347 -2.937
H 3.627 -4.765 -1.258
H 2.782 -2.643 -0.150
C 1.258 -1.056 3.490
Si 2.883 -0.705 2.589
C 3.852 -2.340 2.731
C 3.739 0.466 3.847
N 2.666 -0.172 1.015
C 3.716 0.177 0.164
C 5.050 0.300 0.622
C 6.153 0.629 -0.174
C 5.953 0.847 -1.523
C 4.660 0.710 -2.034
C 3.515 0.374 -1.273
N 2.269 0.229 -1.847
Si 1.903 0.390 -3.472
C 2.810 -0.708 -4.742
C 0.099 -0.080 -3.792
C 2.108 2.171 -4.132
H 1.472 -1.370 4.521
H 0.693 -1.844 2.984
H 0.612 -0.173 3.535
H 3.790 -2.777 3.736
H 4.909 -2.193 2.481
H 3.442 -3.068 2.016
H 3.548 0.142 4.880
H 3.335 1.483 3.731
H 4.823 0.535 3.714
H 5.224 0.132 1.679
H 7.142 0.715 0.266
H 6.778 1.112 -2.177
H 4.511 0.876 -3.099
H 2.695 -1.764 -4.458
H 3.884 -0.502 -4.804
H 2.378 -0.579 -5.744
H -0.014 -1.172 -3.812
H -0.230 0.309 -4.765
H -0.588 0.312 -3.032
H 3.119 2.354 -4.515
H 1.943 2.870 -3.301
H 1.393 2.408 -4.932
C -0.183 5.902 3.143
C 0.122 4.801 2.161
C 0.631 3.579 2.571
C 0.897 2.597 1.622
N 0.680 2.764 0.323
C 0.191 3.939 -0.074
C -0.096 4.977 0.797
H 0.098 5.613 4.157
H -1.250 6.140 3.138
H 0.358 6.814 2.884
H 0.828 3.386 3.621
H 1.340 1.643 1.885
H 0.008 4.050 -1.139
H -0.494 5.914 0.418
N -0.996 -1.917 1.531
S -2.295 -2.727 1.799
C -3.335 -1.745 2.899
C -2.719 -0.976 3.877
C -3.495 -0.134 4.655
C -4.870 -0.054 4.444
C -5.470 -0.811 3.451
C -4.695 -1.662 2.667
C -1.811 -3.992 3.003
C -0.523 -4.479 2.852
C -0.052 -5.453 3.721
C -0.870 -5.937 4.733
C -2.162 -5.449 4.873
C -2.639 -4.475 4.004
H -0.885 -1.826 0.517
H -1.638 -1.022 3.985
H -3.028 0.479 5.416
H -5.469 0.622 5.042
H -6.534 -0.723 3.268
H -5.142 -2.248 1.870
H 0.118 -4.045 2.090
H 0.962 -5.819 3.616
H -0.495 -6.683 5.425
H -2.796 -5.812 5.673
H -3.644 -4.086 4.118
O -3.889 1.009 -1.487
C -2.787 1.588 -1.677
O -1.689 1.391 -1.109
C -2.769 2.663 -2.767
C -1.557 3.144 -3.247
C -1.494 4.099 -4.268
C -2.692 4.545 -4.763
O -2.911 5.484 -5.754
C -4.322 5.544 -5.929
O -4.934 4.697 -4.966
C -3.896 4.073 -4.292
C -3.976 3.126 -3.305
H -0.648 2.741 -2.818
H -0.547 4.460 -4.653
H -4.581 5.205 -6.936
H -4.665 6.571 -5.784
H -4.915 2.735 -2.934
```

Net charge = -2
HOMO energy = 0.04 eV
ΔE to the lowest compared entry with this formula, charge and spin = 0.0772 eV
2S+1 = 1

Atomic partial charges in e from the Mulliken method, atoms 1 to 4: atom 1 (Na): 0.911, atom 2 (N): 0.162, atom 3 (C): -1.028, atom 4 (N): 0.535